# C19H47ClN4O7Si2V

C19H47ClN4O7Si2V as an isolated structure (wB97M-V/def2-TZVPD, OMol25).

```
81
C19H47ClN4O7Si2V | OMol25 | wB97M-V/def2-TZVPD
V 0.15 0.11 -0.07
C -1.69 3.14 3.63
N -0.78 2.84 2.54
C 0.19 3.88 2.25
C -0.93 1.83 1.68
O -0.36 1.84 0.58
C -1.76 0.60 2.06
O -1.21 -0.53 1.41
C -0.47 -1.44 2.22
C 0.66 -2.03 1.37
O 0.86 -1.64 0.20
N 1.45 -2.95 1.93
C 2.60 -3.43 1.17
C 1.16 -3.64 3.17
H -1.12 3.31 4.55
H -2.26 4.04 3.40
H -2.39 2.32 3.80
H 0.66 4.20 3.19
H 0.96 3.49 1.60
H -0.28 4.75 1.78
H -1.81 0.44 3.14
H -2.77 0.72 1.65
H -0.03 -0.93 3.08
H -1.15 -2.24 2.56
H 2.96 -2.62 0.54
H 3.39 -3.70 1.87
H 2.34 -4.28 0.55
H 0.55 -3.04 3.83
H 0.65 -4.59 2.98
H 2.10 -3.85 3.68
O 2.86 2.08 1.24
Cl 2.83 0.83 1.95
O 3.36 -0.21 1.12
O 3.58 0.92 3.15
O 1.45 0.52 2.29
C -0.96 2.82 -2.17
Si -1.75 1.16 -2.65
C -1.38 0.94 -4.51
C -3.61 1.56 -2.60
C -1.13 -0.36 -1.72
Si -2.33 -1.80 -1.57
C -4.20 -1.42 -1.66
C -2.25 -2.96 -0.04
C -2.00 -2.99 -3.03
H -1.24 3.59 -2.90
H 0.12 2.75 -2.15
H -1.30 3.15 -1.19
H -1.71 1.81 -5.08
H -1.91 0.07 -4.92
H -0.31 0.80 -4.69
H -3.78 2.56 -3.01
H -4.02 1.56 -1.59
H -4.20 0.86 -3.20
H -0.34 -0.78 -2.37
H -4.48 -0.60 -0.99
H -4.78 -2.30 -1.38
H -4.49 -1.14 -2.67
H -2.71 -2.49 0.83
H -1.23 -3.24 0.20
H -2.80 -3.88 -0.25
H -2.13 -2.47 -3.99
H -2.68 -3.85 -3.03
H -0.98 -3.38 -3.00
C 4.11 0.37 -3.11
C 2.99 1.40 -3.28
C 2.70 1.63 -4.76
C 3.40 2.72 -2.62
N 1.71 0.95 -2.69
N 1.72 0.77 -1.28
H 5.02 0.73 -3.59
H 3.83 -0.58 -3.58
H 4.33 0.18 -2.06
H 3.56 2.07 -5.25
H 1.85 2.31 -4.86
H 2.44 0.69 -5.26
H 4.23 3.16 -3.17
H 3.70 2.59 -1.59
H 2.56 3.42 -2.66
H 1.44 0.07 -3.11
H 1.88 1.69 -0.86
H 2.50 0.19 -0.97
```

Values from the calculation:
Expectation value of S²   0.766
Energy above the lowest of the compared OMol25 structures with the same formula, charge and spin   12.1 kcal per mole
F_max   0.036 Eh/bohr
DFT total energy   -3480.79622 hartree
Spin multiplicity   2